Record 1
{
  "formula": "C9H18ClIN2OPZr",
  "method": "the ωB97M-V functional and the def2-TZVPD basis",
  "gap_ha": 0.250,
  "relative_energy_ev": 0.000,
  "charge": 3,
  "symbols": ["I", "Zr", "Cl", "P", "O", "N", "N", "C", "C", "C", "C", "C", "C", "C", "C", "C", "H", "H", "H", "H", "H", "H", "H", "H", "H", "H", "H", "H", "H", "H", "H", "H", "H", "H"],
  "xyz": [[0.768, -2.810, -0.930], [-0.454, -0.505, -0.039], [-2.829, -0.624, -0.250], [-0.057, 1.266, -1.852], [2.971, 0.196, -0.380], [0.021, 1.018, 3.890], [-0.058, -0.253, 2.089], [-0.116, -4.130, -2.504], [-0.686, 2.887, -1.313], [0.599, -0.977, 3.097], [-0.237, 2.131, 4.801], [1.416, 1.727, -2.793], [0.604, -0.209, 4.221], [1.820, 0.100, -0.260], [-1.159, 0.778, -3.198], [-0.328, 0.973, 2.598], [1.006, -1.960, 2.895], [-1.604, 2.736, -0.726], [0.653, 2.393, 5.384], [0.303, -5.120, -2.274], [0.060, 3.376, -0.668], [0.973, -0.404, 5.210], [-0.778, 1.803, 2.048], [-1.201, -4.101, -2.385], [-0.550, 2.996, 4.210], [0.202, -3.773, -3.489], [2.147, 2.240, -2.161], [-1.031, 1.900, 5.514], [1.124, 2.384, -3.622], [-1.227, 1.628, -3.893], [-0.895, 3.505, -2.199], [1.901, 0.834, -3.195], [-0.755, -0.103, -3.710], [-2.140, 0.518, -2.786]]
}

Record 2
{
  "formula": "C9H18ClO6P4",
  "method": "the ωB97M-V functional and the def2-TZVPD basis",
  "gap_ha": 0.226,
  "charge": 1,
  "symbols": ["Cl", "P", "P", "P", "P", "O", "O", "O", "O", "O", "O", "C", "C", "C", "C", "C", "C", "C", "C", "C", "H", "H", "H", "H", "H", "H", "H", "H", "H", "H", "H", "H", "H", "H", "H", "H", "H", "H"],
  "xyz": [[1.750, -1.796, -0.205], [1.240, 1.794, 4.066], [0.827, 1.969, 1.889], [2.487, 3.112, 1.059], [1.642, 4.735, -0.191], [1.440, 5.995, 0.607], [2.481, 0.684, 4.241], [2.795, 5.062, -1.364], [1.900, 3.241, 4.543], [0.220, 4.288, -0.942], [0.018, 1.407, 4.836], [1.193, -0.042, -0.190], [0.076, 0.053, -1.287], [-2.307, -4.113, -0.719], [-1.455, -3.488, -1.621], [-3.758, -4.749, -2.531], [0.655, 0.209, 1.264], [-2.903, -4.127, -3.434], [-1.754, -3.492, -2.979], [-3.461, -4.740, -1.173], [-1.091, -3.003, -3.682], [-0.433, 2.633, 1.793], [2.784, 0.391, 3.369], [-0.402, 4.107, -0.224], [-4.654, -5.242, -2.886], [2.097, 0.548, -0.449], [3.669, 5.040, -0.945], [3.286, 2.294, 0.185], [-4.129, -5.223, -0.470], [-3.134, -4.136, -4.492], [-0.758, -0.662, -1.108], [-0.429, -0.063, 1.330], [1.303, 3.961, 4.281], [-0.326, 1.093, -1.391], [1.200, -0.464, 1.966], [-2.073, -4.112, 0.340], [-0.557, -2.996, -1.266], [0.562, -0.222, -2.248]]
}

Record 3
{
  "formula": "C9H18ClP",
  "method": "the ωB97M-V functional and the def2-TZVPD basis",
  "smiles": "CC(C)(C)C(=PCl)C(C)(C)C",
  "gap_ha": 0.337,
  "relative_energy_ev": 0.000,
  "symbols": ["Cl", "P", "C", "C", "C", "C", "C", "C", "C", "C", "C", "H", "H", "H", "H", "H", "H", "H", "H", "H", "H", "H", "H", "H", "H", "H", "H", "H", "H"],
  "xyz": [[3.583, 0.275, 0.206], [2.172, -1.219, 0.191], [-0.128, -2.860, -0.049], [0.526, 1.342, -0.063], [0.634, -0.428, 0.059], [-1.231, -1.267, 1.480], [1.159, 1.897, 1.187], [-1.601, -1.104, -0.959], [-0.904, 1.853, -0.323], [-0.580, -1.426, 0.080], [1.321, 1.735, -1.343], [-2.255, -2.015, -0.987], [0.972, 2.889, 1.265], [0.882, 1.416, 2.121], [0.861, 1.514, -2.293], [2.306, 1.291, -1.512], [-0.086, -3.313, 0.884], [-2.286, -0.312, -0.759], [-1.071, -0.997, -1.983], [-1.324, 1.241, -1.117], [2.272, 1.897, 1.002], [-1.402, -0.150, 1.645], [-1.636, 1.887, 0.532], [-0.615, -1.781, 2.267], [1.397, 2.880, -1.244], [0.927, -3.011, -0.498], [-2.251, -1.636, 1.482], [-0.780, 2.917, -0.593], [-0.859, -3.516, -0.678]]
}

Please write out number 1 again, unchanged.
{
  "formula": "C9H18ClIN2OPZr",
  "method": "the ωB97M-V functional and the def2-TZVPD basis",
  "gap_ha": 0.250,
  "relative_energy_ev": 0.000,
  "charge": 3,
  "symbols": ["I", "Zr", "Cl", "P", "O", "N", "N", "C", "C", "C", "C", "C", "C", "C", "C", "C", "H", "H", "H", "H", "H", "H", "H", "H", "H", "H", "H", "H", "H", "H", "H", "H", "H", "H"],
  "xyz": [[0.768, -2.810, -0.930], [-0.454, -0.505, -0.039], [-2.829, -0.624, -0.250], [-0.057, 1.266, -1.852], [2.971, 0.196, -0.380], [0.021, 1.018, 3.890], [-0.058, -0.253, 2.089], [-0.116, -4.130, -2.504], [-0.686, 2.887, -1.313], [0.599, -0.977, 3.097], [-0.237, 2.131, 4.801], [1.416, 1.727, -2.793], [0.604, -0.209, 4.221], [1.820, 0.100, -0.260], [-1.159, 0.778, -3.198], [-0.328, 0.973, 2.598], [1.006, -1.960, 2.895], [-1.604, 2.736, -0.726], [0.653, 2.393, 5.384], [0.303, -5.120, -2.274], [0.060, 3.376, -0.668], [0.973, -0.404, 5.210], [-0.778, 1.803, 2.048], [-1.201, -4.101, -2.385], [-0.550, 2.996, 4.210], [0.202, -3.773, -3.489], [2.147, 2.240, -2.161], [-1.031, 1.900, 5.514], [1.124, 2.384, -3.622], [-1.227, 1.628, -3.893], [-0.895, 3.505, -2.199], [1.901, 0.834, -3.195], [-0.755, -0.103, -3.710], [-2.140, 0.518, -2.786]]
}